Here is a structure of composition C19H27CoN2O2PS2 in a non-equilibrium geometry from the OMol25 dataset. Energies are from ωB97M-V with the def2-TZVPD basis set.

Calculated values
LUMO (spin up / spin down) = 2.97 / 2.97 eV
E = -3520.889050 Eh
Net charge = -1
ΔE to the lowest compared entry with this formula, charge and spin = 0.0 kJ/mol
Orbital gap (spin up / spin down) = 7.18 / 6.55 eV
Strongest force on any atom = 1.14 eV/Å
Multiplicity = 3

Geometry (Å):
Co: 1.78221 0.77217 -0.69806
S: 2.60162 0.49614 1.65112
S: 1.30933 2.92763 -0.35496
P: 1.18462 1.82198 1.33829
O: -0.34132 1.26461 1.48897
O: 1.20968 2.82987 2.62884
N: 2.95694 -0.34995 -1.98728
N: 0.38443 -0.88310 -1.20589
C: -2.40736 -2.85068 0.23172
C: -3.26520 -0.77105 -0.56484
C: 4.17578 -0.35705 -2.53898
C: -0.91421 -1.26266 -0.79122
C: -0.66237 0.48412 2.64223
C: 3.03658 -1.99410 -3.56064
C: -1.68139 0.88480 -3.14130
C: 2.25217 -1.33578 -2.60291
C: 0.92265 -2.97641 1.22715
C: 0.01127 -3.46338 0.10090
C: -1.12290 -2.50485 -0.17367
C: -2.16867 0.40327 2.75286
C: -1.99700 -0.37937 -0.97400
C: 0.23917 3.87216 2.66394
C: 0.91827 -1.57109 -2.16417
C: -3.48106 -2.00061 0.03630
C: 0.94204 5.20506 2.80580
C: -1.80783 0.96305 -1.62104
C: 4.28029 -1.35650 -3.52010
H: 5.15346 -1.58025 -4.11325
H: 4.93173 0.34653 -2.22186
H: -4.09285 -0.08639 -0.71386
H: -0.42779 3.68683 3.51285
H: -2.59884 1.39523 2.90131
H: -2.55954 0.40209 -3.57930
H: -0.41884 -4.43412 0.36397
H: -0.92388 1.43602 -1.20365
H: 1.72898 -3.68746 1.41486
H: 0.60989 -3.63042 -0.79451
H: -0.79933 0.31499 -3.43236
H: 1.56286 5.21506 3.70255
H: 1.58438 5.37898 1.94165
H: -2.44727 -0.22771 3.59896
H: 0.21490 6.01599 2.87302
H: -0.22169 -0.50681 2.52974
H: -2.59116 -0.02893 1.84652
H: -2.56009 -3.81346 0.70790
H: 2.72800 -2.81699 -4.18719
H: 0.35319 -2.85910 2.15174
H: 0.35998 -2.36870 -2.66458
H: -4.47409 -2.28958 0.35719
H: 1.37260 -2.01238 0.98140
H: -2.66057 1.59512 -1.36068
H: -1.58805 1.88242 -3.57165
H: -0.22312 0.94427 3.53304
H: -0.37065 3.86050 1.75716